Record 1
{"formula": "C30H30AsBrN2O2STc", "method": "the ωB97M-V functional and the def2-TZVPD basis", "species": ["Tc", "Br", "C", "C", "C", "C", "C", "N", "C", "O", "O", "H", "H", "H", "C", "C", "C", "C", "C", "C", "As", "N", "C", "C", "C", "C", "C", "C", "C", "C", "C", "C", "C", "C", "C", "C", "C", "C", "C", "C", "H", "H", "H", "H", "H", "H", "H", "H", "H", "H", "H", "H", "H", "H", "H", "H", "H", "H", "H", "H", "H", "H", "H", "H", "H", "H", "H", "S"], "coordinates": [[0.053, 0.129, 0.209], [-1.959, 2.554, 1.990], [-0.098, 2.449, 2.327], [0.413, 3.263, 3.318], [1.765, 3.196, 3.628], [2.529, 2.254, 2.957], [1.943, 1.473, 1.982], [0.626, 1.562, 1.619], [2.707, 0.382, 1.271], [3.909, 0.259, 1.415], [1.934, -0.357, 0.560], [-0.248, 3.938, 3.833], [2.201, 3.853, 4.361], [3.572, 2.087, 3.169], [-1.274, -3.265, 7.859], [-1.554, -2.812, 6.459], [-2.806, -2.961, 5.889], [-3.077, -2.530, 4.597], [-4.487, -2.671, 4.102], [-2.061, -1.965, 3.818], [-2.577, -1.332, 1.989], [-1.052, -1.477, 0.931], [-1.154, -1.679, -0.396], [-0.111, -2.344, -1.098], [-0.157, -2.518, -2.456], [-1.267, -2.047, -3.207], [-2.309, -1.427, -2.615], [-2.315, -1.119, -1.176], [-3.385, -3.026, 1.310], [-4.658, -2.981, 0.729], [-5.493, -1.730, 0.671], [-5.226, -4.140, 0.211], [-4.570, -5.357, 0.259], [-5.208, -6.605, -0.275], [-3.306, -5.389, 0.831], [-2.706, -4.251, 1.355], [-1.364, -4.400, 2.006], [-0.812, -1.752, 4.409], [0.272, -1.043, 3.665], [-0.574, -2.183, 5.705], [-2.123, -3.806, 8.269], [-1.071, -2.405, 8.496], [-0.398, -3.910, 7.882], [-3.608, -3.408, 6.459], [-5.171, -2.661, 4.948], [-4.617, -3.612, 3.564], [-4.730, -1.843, 3.427], [0.708, -2.743, -0.518], [0.644, -3.031, -2.966], [-1.278, -2.219, -4.272], [-3.160, -1.087, -3.185], [-3.294, -1.286, -0.716], [-4.918, -0.844, 0.948], [-6.332, -1.821, 1.361], [-5.903, -1.595, -0.328], [-6.213, -4.084, -0.229], [-6.206, -6.395, -0.652], [-5.284, -7.354, 0.512], [-4.614, -7.029, -1.083], [-2.776, -6.332, 0.879], [-0.830, -5.252, 1.591], [-1.492, -4.568, 3.077], [-0.761, -3.507, 1.870], [-0.157, -0.186, 3.140], [0.730, -1.698, 2.923], [1.051, -0.690, 4.337], [0.401, -2.022, 6.143], [-1.931, 0.723, -0.925]], "forces_ev_per_a": [[-2.275, -1.169, -1.009], [0.397, 0.033, 0.093], [-0.470, -0.377, -0.496], [0.455, 0.251, 0.227], [-0.418, -0.336, -0.454], [0.003, -0.040, -0.155], [-0.469, 0.177, -0.028], [0.469, 1.177, 1.488], [0.959, 0.461, 0.481], [-0.683, 0.085, 0.010], [0.478, -1.126, -0.905], [-0.079, 0.079, 0.011], [0.020, 0.041, 0.201], [0.116, 0.015, -0.053], [0.030, 0.043, -0.032], [-0.087, 0.016, -0.113], [0.190, 0.051, 0.034], [-0.009, 0.054, -0.224], [0.051, 0.010, -0.092], [-0.013, -0.044, -0.137], [-0.759, -0.157, 0.441], [1.097, 0.219, 0.577], [-0.349, -0.084, -0.218], [0.336, 0.299, 0.307], [-0.033, 0.142, 0.014], [-0.296, 0.040, -0.157], [0.201, 0.074, -0.037], [-0.026, 0.463, 0.219], [-0.004, 0.211, -0.094], [0.084, 0.112, 0.089], [0.158, 0.093, 0.063], [0.073, -0.082, 0.035], [-0.027, 0.134, 0.019], [0.057, 0.049, 0.019], [-0.060, 0.079, 0.006], [0.069, -0.107, 0.023], [0.107, -0.023, 0.052], [-0.023, -0.013, -0.088], [0.084, 0.044, -0.114], [-0.105, -0.074, -0.015], [-0.013, -0.057, 0.078], [0.018, 0.014, 0.116], [0.043, -0.079, 0.081], [-0.103, -0.055, 0.124], [-0.102, 0.068, -0.036], [-0.101, 0.076, -0.062], [-0.237, -0.168, 0.103], [0.061, 0.000, 0.104], [0.092, -0.055, 0.018], [-0.037, 0.006, -0.133], [-0.068, 0.002, -0.127], [0.220, -0.098, -0.086], [-0.193, -0.029, -0.091], [-0.079, 0.077, 0.053], [-0.048, 0.068, -0.066], [-0.113, 0.007, -0.056], [-0.065, -0.052, -0.041], [-0.038, -0.100, 0.002], [0.006, -0.058, -0.053], [0.096, -0.080, 0.017], [0.033, -0.074, -0.025], [0.076, 0.005, 0.058], [0.103, -0.066, 0.057], [0.148, -0.074, 0.012], [0.028, 0.078, -0.098], [0.032, 0.042, 0.070], [0.166, 0.065, 0.030], [0.826, -0.280, -0.040]], "lowdin_charge": [1.13, 0.75, -0.71, -0.10, -0.02, 0.01, -0.17, -0.09, -0.59, 0.10, -0.19, 0.10, 0.12, 0.13, -0.05, -0.27, -0.02, -0.29, -0.06, -0.29, 1.33, -0.36, -0.59, -0.06, -0.06, -0.10, -0.11, -0.58, -0.30, -0.31, -0.09, -0.02, -0.27, -0.05, -0.01, -0.26, -0.05, -0.28, -0.07, -0.01, 0.07, 0.08, 0.08, 0.11, 0.08, 0.09, 0.05, 0.11, 0.11, 0.10, 0.11, 0.06, 0.03, 0.09, 0.08, 0.12, 0.07, 0.08, 0.08, 0.12, 0.08, 0.09, 0.04, 0.03, 0.08, 0.09, 0.12, 0.50], "homo_lumo_gap_ev": [5.944, 6.516], "spin_multiplicity": 2, "lumo_energy_ev": [-1.07, -1.07], "de_lowest_kcal_mol": 35.38, "homo_ha": [-0.2579, -0.2790]}

Record 2
{"formula": "C30H30BN12Rb", "method": "the ωB97M-V functional and the def2-TZVPD basis", "species": ["Rb", "C", "C", "C", "C", "N", "N", "B", "N", "C", "C", "C", "C", "N", "N", "C", "C", "C", "C", "N", "N", "C", "C", "C", "C", "N", "H", "H", "H", "H", "H", "H", "H", "H", "H", "H", "H", "H", "H", "H", "H", "H", "H", "H", "H", "H", "N", "C", "C", "C", "C", "C", "C", "C", "C", "C", "C", "C", "C", "H", "H", "H", "H", "H", "H", "H", "H", "H", "H", "N", "C", "N", "C", "N"], "coordinates": [[0.400, -0.520, -0.492], [3.572, -3.103, -0.210], [2.099, -3.335, -0.112], [1.226, -3.856, -1.092], [-0.018, -3.803, -0.505], [0.126, -3.274, 0.727], [1.427, -2.989, 0.977], [-0.970, -3.039, 1.783], [-0.482, -1.971, 2.787], [-0.135, -2.163, 4.074], [0.390, -0.988, 4.561], [0.346, -0.110, 3.465], [0.795, 1.316, 3.399], [-0.170, -0.709, 2.402], [-2.270, -2.644, 1.022], [-3.295, -3.470, 0.718], [-4.103, -2.834, -0.194], [-3.480, -1.592, -0.411], [-3.911, -0.476, -1.310], [-2.374, -1.490, 0.315], [-1.275, -4.329, 2.560], [-2.214, -4.490, 3.516], [-2.148, -5.787, 3.965], [-1.093, -6.356, 3.216], [-0.549, -7.747, 3.274], [-0.585, -5.476, 2.370], [4.068, -3.950, -0.686], [3.991, -2.965, 0.786], [3.794, -2.212, -0.802], [1.476, -4.223, -2.074], [-0.988, -4.101, -0.872], [-0.265, -3.121, 4.546], [0.769, -0.797, 5.550], [1.497, 1.529, 4.205], [-0.044, 2.010, 3.493], [1.292, 1.528, 2.452], [-3.365, -4.446, 1.166], [-5.012, -3.205, -0.637], [-4.804, -0.755, -1.869], [-3.130, -0.219, -2.029], [-4.128, 0.425, -0.736], [-2.858, -3.671, 3.796], [-2.756, -6.255, 4.720], [-0.188, -7.989, 4.275], [0.279, -7.842, 2.574], [-1.309, -8.484, 3.009], [-0.007, 1.624, -2.746], [-1.077, 2.154, -3.460], [-1.150, 1.972, -4.843], [-2.221, 2.460, -5.569], [-3.244, 3.150, -4.933], [-3.178, 3.329, -3.561], [-2.115, 2.837, -2.807], [-2.130, 3.005, -1.331], [-2.568, 4.181, -0.712], [-2.652, 4.272, 0.673], [-2.304, 3.197, 1.482], [-1.850, 2.011, 0.903], [-1.778, 1.999, -0.461], [0.790, 1.316, -3.287], [0.313, 2.180, -1.966], [-0.340, 1.451, -5.340], [-2.251, 2.305, -6.640], [-4.087, 3.532, -5.493], [-3.984, 3.837, -3.045], [-2.838, 5.038, -1.319], [-2.994, 5.197, 1.121], [-2.387, 3.277, 2.560], [-1.595, 1.138, 1.498], [5.266, 2.358, -4.925], [5.040, 1.648, -4.035], [4.879, 0.806, -3.029], [3.705, 0.718, -2.484], [2.668, 0.556, -1.969]], "forces_ev_per_a": [[0.053, 0.028, -0.085], [0.013, -0.009, -0.008], [-0.012, 0.041, 0.018], [-0.042, -0.001, 0.015], [-0.036, -0.020, -0.030], [0.058, 0.061, 0.136], [-0.007, -0.107, -0.022], [0.082, 0.074, -0.110], [-0.038, 0.058, -0.054], [0.009, 0.004, 0.028], [-0.012, -0.068, -0.021], [0.025, 0.077, -0.047], [0.006, -0.013, 0.013], [-0.111, -0.061, 0.028], [0.007, -0.036, -0.011], [0.082, -0.005, 0.080], [-0.085, 0.056, -0.035], [0.072, 0.043, -0.020], [-0.004, 0.005, -0.003], [0.090, -0.119, 0.022], [0.020, -0.033, 0.030], [-0.084, -0.033, -0.007], [0.083, 0.076, 0.028], [-0.053, -0.105, -0.089], [-0.019, -0.013, 0.005], [0.017, 0.089, 0.059], [0.011, 0.003, 0.008], [-0.008, 0.003, 0.005], [-0.005, -0.005, -0.007], [-0.006, 0.010, -0.002], [0.001, 0.006, 0.007], [0.003, 0.001, 0.022], [0.001, -0.001, 0.002], [0.004, 0.019, -0.010], [-0.004, -0.009, 0.015], [-0.003, -0.009, -0.003], [-0.036, 0.000, -0.026], [-0.001, 0.002, -0.002], [-0.007, -0.010, 0.006], [0.003, -0.003, 0.011], [-0.028, 0.002, -0.012], [-0.007, -0.019, 0.011], [0.005, 0.006, 0.016], [0.005, -0.003, -0.005], [0.004, 0.013, 0.003], [-0.007, 0.001, 0.006], [-0.066, 0.000, -0.019], [0.109, -0.031, -0.002], [-0.018, 0.024, 0.031], [-0.001, -0.005, -0.014], [0.022, -0.007, 0.015], [-0.006, -0.007, -0.024], [-0.077, 0.062, 0.075], [0.057, -0.064, -0.138], [-0.032, 0.106, 0.102], [0.027, -0.061, -0.037], [0.004, 0.058, -0.018], [-0.038, -0.022, 0.054], [-0.015, -0.032, 0.039], [0.010, 0.007, 0.001], [-0.013, 0.026, 0.027], [-0.008, 0.001, -0.019], [-0.002, 0.001, 0.001], [0.001, -0.002, -0.005], [-0.002, -0.001, -0.001], [0.012, -0.033, -0.046], [-0.002, -0.002, 0.014], [0.002, -0.016, 0.002], [0.010, -0.002, -0.011], [0.002, -0.001, -0.001], [0.039, -0.037, 0.030], [-0.053, 0.100, 0.054], [-0.042, -0.090, -0.208], [0.039, 0.028, 0.133]], "lowdin_charge": [0.83, -0.03, -0.40, -0.04, -0.11, -0.06, 0.09, -0.69, 0.00, -0.07, -0.03, -0.36, -0.03, 0.04, 0.00, -0.09, -0.03, -0.36, -0.03, 0.08, -0.03, -0.12, -0.04, -0.37, -0.05, 0.14, 0.07, 0.08, 0.07, 0.10, 0.12, 0.12, 0.09, 0.07, 0.06, 0.08, 0.12, 0.09, 0.07, 0.07, 0.07, 0.13, 0.09, 0.07, 0.07, 0.07, 0.07, -0.26, -0.03, -0.10, -0.10, -0.04, -0.13, -0.19, -0.04, -0.09, -0.08, -0.09, 0.04, 0.06, 0.07, 0.11, 0.10, 0.09, 0.11, 0.11, 0.10, 0.10, 0.07, 0.05, -0.46, 0.02, -0.43, -0.01], "total_charge": -1, "homo_lumo_gap_ev": [7.617, 7.065], "spin_multiplicity": 2, "lumo_energy_ev": [2.13, 1.58], "de_lowest_kcal_mol": 9.66, "homo_ha": [-0.2017, -0.2017]}

Record 3
{"formula": "C30H30BN3O14S", "method": "the ωB97M-V functional and the def2-TZVPD basis", "species": ["C", "C", "O", "C", "C", "C", "C", "C", "N", "C", "B", "O", "C", "C", "C", "N", "S", "N", "C", "H", "H", "H", "H", "H", "H", "H", "H", "H", "H", "H", "H", "H", "H", "H", "H", "H", "H", "C", "C", "C", "O", "C", "C", "C", "O", "O", "O", "H", "H", "H", "H", "C", "C", "C", "O", "C", "C", "C", "O", "O", "O", "H", "H", "H", "H", "C", "C", "C", "O", "C", "C", "C", "O", "O", "O", "H", "H", "H", "H"], "coordinates": [[0.393, -4.470, -1.312], [-0.077, -3.546, -2.401], [0.845, -2.505, -2.582], [0.518, -1.641, -3.645], [0.245, -0.210, -3.156], [-1.143, -0.120, -2.589], [-2.227, 0.146, -3.364], [-3.557, 0.130, -2.825], [-4.595, 0.388, -3.725], [-3.786, -0.148, -1.504], [-5.237, -0.226, -0.875], [-5.528, 0.567, 0.212], [-6.322, -1.195, -1.501], [-7.207, -1.889, -0.459], [-2.660, -0.384, -0.673], [-2.671, -0.674, 0.628], [-1.149, -0.850, 1.101], [-0.395, -0.597, -0.302], [-1.344, -0.370, -1.199], [1.393, -4.833, -1.510], [0.376, -3.956, -0.356], [-0.300, -5.301, -1.239], [-0.229, -4.117, -3.320], [-1.065, -3.170, -2.118], [-0.403, -1.994, -4.110], [1.281, -1.658, -4.421], [0.361, 0.471, -3.991], [0.974, 0.033, -2.392], [-2.112, 0.345, -4.418], [-5.307, 1.005, -3.373], [-4.272, 0.678, -4.632], [-5.558, 0.083, 1.045], [-5.793, -1.948, -2.077], [-6.913, -0.627, -2.218], [-7.499, -1.238, 0.357], [-6.692, -2.759, -0.067], [-8.104, -2.271, -0.934], [-6.552, 2.270, 3.053], [-7.016, 1.110, 3.532], [-7.718, 1.012, 4.857], [-8.121, -0.083, 5.201], [-7.874, 2.221, 5.646], [-7.408, 3.385, 5.172], [-6.725, 3.484, 3.835], [-6.349, 4.583, 3.476], [-7.511, 4.531, 5.831], [-6.899, -0.046, 2.881], [-6.050, 2.348, 2.098], [-8.368, 2.139, 6.603], [-7.098, 5.209, 5.262], [-7.325, -0.719, 3.446], [3.371, -2.187, 0.413], [4.514, -1.950, -0.243], [5.316, -0.700, -0.012], [6.351, -0.563, -0.641], [4.817, 0.279, 0.935], [3.671, 0.045, 1.587], [2.879, -1.216, 1.373], [1.854, -1.353, 2.017], [3.147, 0.891, 2.466], [5.026, -2.787, -1.138], [2.785, -3.078, 0.252], [5.400, 1.176, 1.081], [2.323, 0.474, 2.784], [5.850, -2.372, -1.455], [9.237, 0.966, -0.293], [10.380, 1.204, -0.950], [11.185, 2.454, -0.716], [12.219, 2.586, -1.342], [10.684, 3.431, 0.237], [9.540, 3.192, 0.892], [8.750, 1.931, 0.674], [7.734, 1.778, 1.327], [9.019, 4.032, 1.778], [10.891, 0.373, -1.849], [8.647, 0.075, -0.450], [11.262, 4.331, 0.388], [8.201, 3.610, 2.102], [11.717, 0.788, -2.163]], "forces_ev_per_a": [[-0.110, 0.229, 0.158], [-0.416, -0.459, 0.197], [0.353, 0.160, -0.065], [-0.568, 0.223, -0.048], [-0.038, -0.500, 0.019], [0.445, 0.278, -0.359], [0.051, -0.345, 0.653], [0.352, -0.065, -0.156], [0.033, 0.000, 0.164], [-1.085, 0.311, 0.168], [0.180, -0.183, -0.461], [0.402, -0.109, 0.230], [0.465, -0.012, 0.616], [-0.088, -0.075, -0.537], [0.034, -0.001, -0.049], [-0.394, 0.032, 0.400], [0.169, 0.019, -0.354], [0.310, -0.192, 0.519], [-0.027, 0.180, -0.441], [0.217, -0.155, -0.041], [0.135, 0.105, 0.171], [-0.026, -0.269, 0.000], [0.167, 0.016, -0.286], [-0.112, 0.314, -0.037], [-0.090, -0.086, -0.259], [0.378, -0.006, 0.117], [-0.010, 0.193, -0.186], [0.198, 0.124, 0.090], [0.142, 0.078, -0.219], [-0.157, -0.038, -0.049], [-0.059, 0.099, -0.074], [-0.420, 0.085, 0.150], [-0.016, -0.107, -0.317], [-0.204, 0.141, -0.082], [-0.047, 0.137, 0.136], [0.146, -0.069, 0.296], [-0.273, -0.041, 0.038], [0.076, 0.150, -0.081], [0.144, 0.124, -0.269], [-0.103, 0.242, 0.306], [0.043, -0.143, -0.121], [-0.054, -0.149, 0.045], [-0.136, -0.063, 0.251], [0.100, -0.273, -0.296], [-0.026, 0.143, 0.131], [0.049, 0.020, -0.100], [-0.017, -0.048, 0.094], [-0.017, -0.033, -0.011], [-0.004, 0.026, 0.003], [0.018, 0.025, -0.036], [-0.009, -0.032, 0.034], [-0.134, -0.005, 0.125], [-0.158, -0.240, -0.040], [-0.042, 0.430, 0.268], [-0.001, -0.257, -0.187], [0.111, 0.073, -0.096], [0.160, 0.176, -0.017], [-0.030, -0.287, -0.270], [-0.027, 0.117, 0.133], [-0.058, -0.090, -0.009], [0.068, 0.093, 0.031], [-0.038, -0.050, -0.058], [0.026, -0.011, 0.044], [-0.040, -0.031, 0.004], [0.036, 0.030, -0.009], [-0.090, -0.079, 0.086], [-0.182, -0.155, 0.011], [-0.046, 0.338, 0.218], [0.033, -0.135, -0.121], [0.139, 0.007, -0.089], [0.171, 0.234, 0.021], [0.030, -0.430, -0.280], [-0.015, 0.278, 0.176], [-0.067, -0.092, -0.012], [0.076, 0.085, 0.020], [-0.024, 0.008, -0.033], [-0.010, 0.005, 0.022], [-0.033, -0.033, 0.015], [0.040, 0.025, -0.006]], "lowdin_charge": [-0.07, -0.30, -0.14, -0.20, -0.10, -0.16, 0.04, -0.26, 0.12, -0.01, -0.42, 0.13, -0.15, -0.11, -0.31, -0.22, 1.02, -0.19, -0.33, 0.08, 0.07, 0.08, 0.12, 0.12, 0.12, 0.12, 0.12, 0.11, 0.12, 0.10, 0.08, 0.08, 0.10, 0.10, 0.05, 0.07, 0.07, 0.09, -0.22, -0.31, 0.11, 0.07, -0.24, -0.31, 0.11, 0.12, 0.10, 0.13, 0.14, 0.12, 0.12, 0.08, -0.23, -0.30, 0.09, 0.08, -0.23, -0.31, 0.06, 0.12, 0.12, 0.13, 0.12, 0.12, 0.12, 0.08, -0.23, -0.31, 0.11, 0.07, -0.24, -0.30, 0.10, 0.12, 0.12, 0.12, 0.14, 0.12, 0.12], "homo_lumo_gap_ev": 6.616, "lumo_energy_ev": -1.47, "homo_ha": -0.2973}